(1)
Molecular formula: C32H24N3OS3Zr
Method: DFT, ωB97M-V/def2-TZVPD

Each line ends with the Löwdin charge.
Element x y z (Å)
Zr (0.10095, 0.31226, 0.71463)  1.771
C (-4.09297, -0.91592, 1.05884)  -0.010
C (-2.89806, -0.31415, 0.71869)  -0.171
N (-1.75363, -0.60824, 1.33211)  -0.068
C (-1.72902, -1.49357, 2.39766)  -0.112
C (-2.97510, -2.03537, 2.88384)  -0.154
C (-4.13047, -1.76890, 2.19418)  0.044
C (-2.92239, -2.75236, 4.10490)  -0.040
C (-1.71869, -2.99301, 4.70416)  -0.050
C (-0.46823, -2.57815, 4.13395)  0.016
C (-0.46640, -1.89463, 2.92631)  -0.249
N (0.56259, -1.46977, 2.15195)  -0.057
C (1.88837, -1.66921, 2.48605)  -0.216
C (2.48437, -2.75691, 3.07680)  -0.034
C (3.80234, -2.73927, 3.52079)  -0.066
C (4.61640, -1.66988, 3.25304)  -0.021
C (4.10263, -0.56959, 2.48075)  -0.144
C (4.90988, 0.45390, 1.99824)  0.012
C (4.33654, 1.48399, 1.32022)  -0.027
C (2.95288, 1.52050, 1.08113)  -0.080
N (2.21460, 0.43507, 1.33316)  -0.064
C (2.75175, -0.57602, 2.05893)  -0.140
H (-4.92418, -0.68186, 0.42375)  0.109
H (-2.82267, 0.50684, 0.00215)  0.086
H (-5.00134, -2.36780, 2.39680)  0.129
H (-3.78847, -3.19166, 4.55664)  0.112
H (-1.66081, -3.53423, 5.64545)  0.114
H (0.43769, -2.87056, 4.61805)  0.094
H (1.95585, -3.72168, 3.10369)  0.134
H (4.18305, -3.63417, 4.07089)  0.133
H (5.68760, -1.67990, 3.46822)  0.120
H (6.00819, 0.45587, 2.13849)  0.146
H (4.96103, 2.29985, 0.99207)  0.117
H (2.49315, 2.36071, 0.61841)  0.115
O (-0.34422, 0.82693, -1.11375)  -0.400
C (-0.70285, 1.15150, -2.56058)  -0.493
C (-1.44813, 0.01358, -3.14784)  -0.505
C (-1.13787, -0.69563, -4.29904)  -0.080
C (-2.10552, -1.68384, -4.60395)  -0.161
C (-3.08907, -1.77001, -3.68305)  -0.343
S (-2.94050, -0.53260, -2.44841)  1.010
C (-1.51532, 2.40450, -2.71786)  -0.507
C (-1.04870, 3.68654, -2.48544)  -0.131
C (-1.98216, 4.67754, -2.91466)  -0.148
C (-3.09144, 4.06205, -3.40826)  -0.382
S (-3.16015, 2.33261, -3.25207)  1.049
C (0.63038, 1.20371, -3.28394)  -0.501
C (1.71033, 0.35494, -3.14987)  -0.155
C (2.74565, 0.52400, -4.08244)  -0.163
C (2.43538, 1.57824, -4.91436)  -0.381
S (0.89747, 2.29642, -4.57979)  1.092
H (-0.24456, -0.53383, -4.87245)  0.114
H (-1.89587, -2.36065, -5.43342)  0.118
H (-3.98875, -2.33594, -3.69736)  0.061
H (-0.05112, 3.93168, -2.10776)  0.122
H (-1.75762, 5.75199, -2.86088)  0.119
H (-3.99578, 4.56282, -3.69341)  0.063
H (1.64320, -0.49269, -2.40295)  0.132
H (3.70448, 0.02003, -4.12873)  0.108
H (2.99384, 1.93339, -5.76560)  0.065
C (-0.34228, 2.18332, 1.77456)  -0.254
H (0.60310, 2.43131, 2.36157)  0.017
H (-1.17290, 2.14505, 2.45928)  -0.008
H (-0.44646, 2.99086, 1.04750)  -0.007

Properties
- lowest unoccupied orbital energy (eV) = -3.67
- gap between HOMO and LUMO (eV) = 6.41
- net charge = +1
- 2S+1 = 1


(2)
Molecular formula: C19H14Cl3F3N4O2
Method: DFT, ωB97M-V/def2-TZVPD

Each line ends with the Löwdin charge.
Element x y z (Å)
O (-6.07243, 1.96809, -1.84452)  0.067
F (4.03913, 1.43597, 4.04678)  0.133
F (3.38810, -0.38670, 5.23788)  0.125
F (2.09829, 1.45393, 5.07577)  0.108
Cl (1.80184, -4.51667, -2.60666)  0.739
Cl (3.22943, 1.54156, -0.64440)  0.736
Cl (-1.32037, -1.20304, 0.86647)  0.771
N (2.75447, -1.23603, 2.72284)  0.195
O (1.76723, -2.75099, -0.58095)  0.010
C (-4.93577, 1.74686, -1.52507)  -0.521
C (2.17398, -1.33850, 1.53168)  -0.182
C (2.33655, -3.90928, -1.11937)  -0.722
C (3.25491, -4.41240, -0.23099)  -0.055
C (3.26707, -3.50733, 0.89217)  -0.007
C (2.38680, -2.51394, 0.60555)  -0.185
C (1.74370, 0.78134, 2.17442)  -0.182
C (2.47244, 0.08361, 3.12640)  -0.113
C (1.00621, 1.33306, -2.13384)  -0.090
C (-0.29049, 0.86751, -2.45754)  0.002
C (1.60939, 0.98521, -0.93469)  -0.578
C (-0.41748, -0.24510, -0.30401)  -0.450
C (0.90001, 0.15777, -0.02457)  -0.257
C (-1.03362, 0.09681, -1.52244)  -0.239
N (-4.20639, 2.70498, -0.88244)  0.174
N (1.49292, -0.17515, 1.19426)  0.011
N (-2.34670, -0.24039, -1.82712)  -0.061
C (1.23005, 2.19567, 2.16283)  0.001
C (3.00990, 0.64912, 4.42874)  -0.507
C (-3.16253, 0.43331, -2.89595)  -0.077
C (-3.48676, -0.33050, -0.85738)  -0.134
C (-4.33819, 0.40495, -1.92881)  -0.177
H (3.80806, -5.33629, -0.34005)  0.111
H (3.91628, -3.53484, 1.75162)  0.116
H (1.52632, 1.94240, -2.88944)  0.115
H (-0.67583, 1.07789, -3.43231)  0.097
H (-4.66683, 3.59043, -0.65888)  0.126
H (-3.22226, 2.58605, -0.77491)  0.089
H (1.31309, 2.71266, 3.10896)  0.077
H (0.17063, 2.27194, 1.88855)  0.093
H (1.86359, 2.76437, 1.50976)  0.055
H (-3.30409, -0.15255, -3.78914)  0.117
H (-2.80376, 1.41970, -3.20098)  0.114
H (-3.34780, 0.20530, 0.10051)  0.089
H (-3.76332, -1.41616, -0.72164)  0.123
H (-5.16578, -0.20463, -2.29709)  0.145

Properties
- lowest unoccupied orbital energy (eV) = 0.26
- gap between HOMO and LUMO (eV) = 8.39
- net charge = 0
- structure (SMILES) = Cc1c(C(F)(F)F)nc(-c2ccc(Cl)o2)n1-c1c(Cl)ccc(N2CC(C(N)=O)C2)c1Cl
- 2S+1 = 1


(3)
Molecular formula: H40O20
Method: DFT, ωB97M-V/def2-TZVPD

Each line ends with the Löwdin charge.
Element x y z (Å)
O (1.03773, 2.35998, 2.76562)  -0.042
H (0.77551, 1.49245, 3.09520)  0.043
H (1.97691, 2.45393, 2.96956)  0.066
O (2.40410, 2.23162, -4.87006)  -0.052
H (2.99679, 1.46498, -4.93707)  0.066
H (1.67953, 1.76983, -4.41838)  0.042
O (-0.83869, -3.33508, -2.01122)  -0.025
H (-0.15031, -2.71339, -1.80300)  0.009
H (-1.77137, -3.21164, -2.15218)  0.050
O (2.23727, -1.12008, -1.71860)  -0.032
H (2.27006, -1.49806, -0.84250)  0.005
H (1.67477, -1.64174, -2.29510)  0.033
O (-2.98202, -0.49053, 4.41173)  -0.058
H (-2.81546, -0.06947, 3.55550)  0.010
H (-3.71752, 0.09419, 4.70891)  0.087
O (5.00695, 0.00127, 2.00693)  -0.050
H (5.91939, 0.20631, 2.21965)  0.041
H (4.70670, 0.59008, 1.30953)  0.023
O (-0.91046, 0.92096, 1.07904)  -0.040
H (-0.92416, 0.41418, 1.90203)  0.023
H (-0.03488, 1.34548, 1.15531)  0.038
O (-0.69300, -2.29635, -5.12672)  -0.057
H (-0.38278, -2.13943, -4.23160)  -0.012
H (-1.62134, -2.06637, -5.19714)  0.032
O (2.46296, 2.05952, 0.71116)  -0.064
H (2.04257, 2.70797, 1.29815)  0.024
H (2.93362, 2.42028, -0.05122)  0.058
O (-3.15789, 2.43434, -0.63107)  -0.053
H (-2.58982, 2.21337, 0.11784)  -0.001
H (-2.58023, 2.40492, -1.39660)  0.032
O (-4.28192, -0.16434, -2.02005)  -0.078
H (-4.46325, -1.03846, -2.38905)  0.033
H (-4.03049, -0.36998, -1.10069)  -0.015
O (-1.07371, -0.22006, -3.28564)  -0.070
H (-1.03369, 0.12671, -4.20042)  0.064
H (-1.29279, 0.65876, -2.93196)  0.042
O (4.16332, 3.30993, -2.99160)  -0.075
H (4.74510, 2.58361, -2.77229)  0.021
H (3.48366, 3.08917, -3.64794)  -0.014
O (-3.96690, 1.30192, 1.86319)  -0.042
H (-4.16245, 2.23033, 1.73277)  0.052
H (-4.32297, 0.75351, 1.15730)  0.038
O (-0.63875, -1.36285, 3.59042)  -0.077
H (-1.59539, -1.48376, 3.73793)  0.028
H (-0.15073, -2.00264, 4.11929)  0.079
O (3.47912, -2.32505, 0.73484)  -0.059
H (2.58640, -2.19815, 1.09754)  0.040
H (3.97123, -2.10344, 1.54106)  0.030
O (1.24583, 1.10130, -1.82926)  -0.080
H (0.58720, 0.47926, -1.50600)  0.002
H (1.79853, 1.16086, -1.04127)  -0.006
O (-1.03473, -3.22882, 1.30007)  -0.056
H (-1.76037, -2.84312, 1.79306)  0.007
H (-1.09561, -2.83252, 0.42125)  -0.007
O (-2.80936, -0.92834, 0.24410)  -0.057
H (-1.89052, -0.66780, 0.02754)  0.049
H (-2.68759, -0.64530, 1.16079)  0.017
O (0.33862, -0.30106, 5.54128)  -0.102
H (-0.09975, -0.15924, 4.63292)  0.016
H (1.09743, 0.29215, 5.50198)  0.024

Properties
- lowest unoccupied orbital energy (eV) = -0.50
- gap between HOMO and LUMO (eV) = 10.03
- net charge = 0
- 2S+1 = 1


Electronic energy in Eh, matching the order above: -2714.7924; -2782.0974; -1528.6886
Energy above the lowest of the compared OMol25 structures with the same formula, charge and spin in eV, matching the order above: 0.000; 0.000; 5.289